Computed, not measured: C21H30N2PdS5Se2Si2Te as an isolated structure, with ωB97M-V/def2-TZVPD.

## Properties
* HOMO-LUMO gap: 5.365 eV
* HOMO: -13.7 eV
* strongest force on any atom: 0.90 eV/A
* E: -8695.95155 hartree
* energy above the lowest of the compared OMol25 structures with the same formula, charge and spin: 36.1 kJ/mol

ORCA input file:
```
! RIJCOSX wB97M-V def2-TZVPD def2/J DEFGRID3
* xyz 2 1
C -4.5855 0.9369 -1.7513
H 2.7098 1.5908 -0.0634
C -0.5974 -3.8688 -0.3342
H 2.3702 -0.6606 5.8505
C -1.0385 -5.1580 -0.6137
H -0.6408 3.5882 1.7575
C -1.3006 -4.4495 -2.8815
H -4.5376 -1.9614 -0.2899
N 2.0695 -0.1752 2.0339
H -0.8168 -2.3794 -3.1977
H 1.9214 5.7980 0.3168
Pd 0.9846 -0.6185 -0.4663
H -2.3837 2.3977 0.2584
C 3.1637 0.2121 2.6886
C -1.3801 -5.4517 -1.9225
S 4.4119 -0.7217 -3.8939
Se -0.0589 -3.5921 1.5036
H 0.2774 2.0723 1.8195
H 3.4106 3.0457 0.6366
S 6.8990 -2.2787 -4.2691
H 4.2239 0.3813 4.5441
H -4.6042 2.0225 -1.8733
S 5.2097 -2.7204 -1.8703
H 0.9852 3.5651 2.4265
H 3.9393 0.6766 2.0909
C 2.7722 2.6748 -0.1699
N -0.5132 -2.9086 -1.2305
C 1.1019 -0.7518 2.7399
C 3.7412 -1.8960 -1.5522
H -4.7918 0.7310 2.2836
Se -0.4497 -1.2753 1.7147
C 1.2467 5.3187 -0.3955
H 1.6519 5.4885 -1.3952
H 0.3148 -1.3911 4.6389
C -5.1377 1.0382 1.2949
Si -3.9959 0.4505 -0.0509
Te -0.9068 0.8787 -1.2774
H 0.2848 5.8302 -0.3317
H -5.6048 0.5794 -1.9121
S 2.8178 -2.1757 -0.2330
H -1.8928 1.0106 1.2164
H -1.0059 3.4400 -1.3748
C -0.0935 2.8361 -1.3843
C 3.3170 0.0507 4.0579
Si 1.0968 3.4993 -0.0388
H -1.7225 -6.4434 -2.1863
H -2.8263 -1.6977 -0.5843
H -6.1385 0.6252 1.1528
C 5.6091 -1.9373 -3.4030
C 1.1426 -0.9405 4.1094
C -0.8727 -3.1971 -2.4865
C 2.2881 -0.5286 4.7802
H -1.5784 -4.6306 -3.9099
H 3.2692 2.9152 -1.1123
H -1.1229 -5.9017 0.1674
H 0.3352 2.9407 -2.3834
S 1.9750 0.0030 -2.4293
C -2.3146 1.3084 0.2571
C 3.3498 -0.8913 -2.5730
C -3.6689 -1.3922 0.0470
H -3.9705 0.5162 -2.5502
H -3.4592 -1.7024 1.0736
H -5.2309 2.1258 1.2911
C 0.3514 3.1488 1.6401
*
```

---

Computed, not measured: a 3-piece molecular cluster, C22H46N5O2 overall, with ωB97M-V/def2-TZVPD.

## Properties
* HOMO-LUMO gap (alpha / beta): 6.642 / 7.872 eV
* HOMO (alpha / beta): -9.7 / -11.0 eV
* strongest force on any atom: 1.17 eV/A
* E: -1289.78558 hartree
* energy above the lowest of the compared OMol25 structures with the same formula, charge and spin: 0.0 kJ/mol

ORCA input file:
```
! RIJCOSX wB97M-V def2-TZVPD def2/J DEFGRID3
* xyz 1 3
H 3.1626 2.0646 1.9248
H 5.6486 -1.5804 1.6064
N 4.9327 1.3457 2.8055
C 0.3231 1.4255 -2.0953
H -0.5832 0.8315 -1.9446
C 1.1888 -0.1139 -3.8833
H 3.6625 1.0431 -3.1159
H 3.4114 1.3866 -0.5425
C 1.3886 0.9309 -1.1126
C 0.7780 0.8234 0.2806
C 2.8500 0.4960 3.3746
C -4.4249 -0.0414 1.8949
H 7.8081 -0.5947 1.3040
C 7.2531 -0.3056 2.1927
C 2.4286 -2.1713 -3.1652
H 1.4861 0.3878 0.9918
H 3.1408 0.2894 4.4068
H 2.9069 2.3366 -1.9495
H 7.3226 0.7728 2.3014
N 5.8520 -0.6955 2.0453
H -4.5165 -2.9860 -1.1929
H -5.2740 -2.0714 2.0890
H -3.6193 -2.9404 0.3264
H -4.2591 0.9914 3.7572
H -6.8060 -1.0082 0.5700
C -4.4310 -2.4753 -0.2339
H -5.8862 -0.8040 -1.7232
H 1.5630 -0.1738 -4.9078
H 1.7723 0.3970 3.2919
H 7.6705 -0.8138 3.0587
H -3.8197 -1.7792 3.0384
C -6.3866 -0.0511 0.2485
N -3.5498 -0.3032 0.7004
H -2.9077 0.0901 -1.9320
H -5.3637 -1.0672 3.5208
H 0.5029 1.8213 0.6249
H 5.3994 1.4268 3.7077
H 2.2707 2.7377 -0.3774
C -5.7071 0.6544 1.4179
H 3.1040 -0.5917 1.6038
H -5.3637 -2.6463 0.2958
C 4.8358 0.0195 2.4284
N 3.5589 -0.4989 2.5132
C -4.1376 -0.9945 -0.5023
H 1.5753 2.0154 -3.7676
H -0.1180 0.2092 0.2795
C -3.1054 -0.9340 -1.6259
H -5.1305 0.7298 -1.3093
H 0.3149 -0.7694 -3.8248
H -3.4837 1.8517 2.4165
H 2.8254 -2.3338 -4.1681
O -2.8183 0.6989 0.3865
C 2.5689 1.9029 -1.0138
C 3.6338 -0.0332 -3.2419
H -2.1640 -1.3914 -1.3146
H -6.3875 0.7327 2.2692
C -4.7392 -1.3257 2.6651
H 4.4046 -0.4752 -2.6071
H 3.8927 -0.2423 -4.2798
H -0.0661 1.5998 -4.1967
H -5.4526 1.6756 1.1184
H 0.0712 2.4577 -1.8392
C -3.6637 0.8723 2.8507
C 3.4973 1.7862 2.9231
H 3.4249 2.6277 3.6059
H -7.2302 0.5519 -0.0913
C -5.4134 -0.2486 -0.9092
C 0.7647 1.3136 -3.5503
H -2.7037 0.4304 3.1205
H 1.4810 -2.6939 -3.0741
C 2.2734 -0.6697 -2.9496
N 1.8419 -0.4433 -1.5237
O 1.0896 -1.3751 -1.0672
H -3.4954 -1.4867 -2.4813
H 3.1257 -2.5981 -2.4432
*
```

---

Computed, not measured: C6H15ClO3Si as an isolated structure, with ωB97M-V/def2-TZVPD.

## Properties
* HOMO-LUMO gap: 10.927 eV
* HOMO: -10.1 eV
* strongest force on any atom: 3.96 eV/A
* E: -1213.07861 hartree
* energy above the lowest of the compared OMol25 structures with the same formula, charge and spin: 162.4 kJ/mol

ORCA input file:
```
! RIJCOSX wB97M-V def2-TZVPD def2/J DEFGRID3
* xyz 0 1
H 1.0307 0.9183 1.7850
Cl 3.4465 2.3071 -2.6664
C 0.9629 -0.3726 -1.1892
H 2.5093 0.9878 -0.5507
C -2.9520 -0.5139 0.0303
H -2.7606 -0.0420 1.0937
H -1.5778 -2.6980 1.4145
O 0.0967 -1.3139 1.4388
H -0.6776 1.0455 2.5600
H 1.6738 -1.1619 -0.9343
C 1.6933 1.0033 -1.3267
H 2.7011 0.1229 -2.9561
O -1.7713 -0.6472 -0.6842
Si -0.3793 -0.2500 0.0892
H -3.3728 -1.5330 0.0317
C 0.0929 1.4550 1.8231
C -0.7877 -2.2020 2.0524
O -0.5037 1.3132 0.5442
H -0.1674 -2.9485 2.5447
H -1.2782 -1.5787 2.8210
H 0.5427 -0.6573 -2.1596
C 2.2666 1.0600 -2.6518
H 1.6264 1.1551 -3.5811
H 0.2670 2.5026 2.0740
H -3.6389 0.2560 -0.3901
H 0.9573 1.7923 -1.2125
*
```

---

Computed, not measured: C29H23NNdO3PS3Te as an isolated structure, with ωB97M-V/def2-TZVPD.

## Properties
* HOMO-LUMO gap (alpha / beta): 4.411 / 4.441 eV
* HOMO (alpha / beta): -0.3 / -0.4 eV
* strongest force on any atom: 3.06 eV/A
* E: -3764.84300 hartree
* energy above the lowest of the compared OMol25 structures with the same formula, charge and spin: 0.0 kJ/mol

ORCA input file:
```
! RIJCOSX wB97M-V def2-TZVPD def2/J DEFGRID3
* xyz -2 4
Te 14.9270 7.5677 15.3208
C 7.0689 9.4287 12.3320
O 17.3004 10.8322 12.4836
C 10.4139 9.4622 17.8341
O 11.5419 13.5058 15.4734
H 11.5411 7.5662 8.5128
C 11.2954 7.4344 9.6136
C 10.4888 7.6752 13.6419
H 18.5050 9.3700 11.4805
H 13.1567 8.4637 10.1284
C 9.3878 12.1718 9.8916
S 15.3682 9.4557 11.3300
C 8.2729 9.9660 11.8608
H 17.3715 8.7257 12.8043
C 9.0850 10.7006 12.7359
H 10.2965 13.4830 13.1712
H 10.3324 12.2365 6.6780
C 11.0951 9.4586 16.6376
H 6.4647 8.8230 11.6951
C 12.2832 7.9736 10.5087
H 12.4486 10.8059 10.1044
C 10.3484 12.0392 7.7142
C 9.3803 8.5180 18.1369
H 8.5378 12.5962 10.4740
H 8.5602 9.8207 10.8427
C 10.5142 11.6520 10.5389
H 9.3409 11.5314 14.6927
H 11.8790 13.2067 12.6139
C 8.5781 11.0269 14.0082
H 10.8615 9.9778 18.7054
C 10.8272 7.5143 12.2563
H 8.4010 12.7555 8.0758
C 11.7588 12.5815 14.6523
H 5.6600 9.4922 13.9912
C 9.8983 6.8379 11.4333
C 12.1141 8.0397 11.8802
C 8.8723 7.6648 17.1840
S 9.2309 6.7451 14.4412
H 8.8793 8.4953 19.1484
H 11.9089 10.1525 16.3773
C 9.4633 7.7424 15.8730
C 7.3813 10.5314 14.4441
H 8.9164 6.5725 11.7962
H 7.9576 7.0493 17.3955
C 10.1635 6.8226 10.0860
O 12.4736 11.5188 14.7103
P 10.7566 11.1890 12.2991
C 9.3024 12.4211 8.5339
H 9.3981 6.5156 9.3794
C 6.6401 9.7354 13.6207
N 11.0457 8.5720 14.3799
S 15.1349 12.0821 12.7341
C 11.1171 12.7768 13.2152
H 12.4301 11.4990 7.8341
C 16.0277 10.7591 12.1724
H 7.0084 10.7345 15.4132
C 11.5349 11.2838 9.6721
H 18.8761 9.7421 13.1723
C 18.0520 9.5525 12.4729
Nd 13.4760 9.5660 13.6410
C 10.5899 8.5486 15.6389
C 11.5039 11.5190 8.3436
*
```